[1]
# C43H57AsF3GeIrN5O3PS

C43H57AsF3GeIrN5O3PS as an isolated structure (the ωB97M-V functional and the def2-TZVPD basis, the OMol25 dataset).

Geometry (Å):
Ir  0.70785  0.71945  1.22814
C  4.46115  0.68534  -0.07194
As  3.14969  0.11711  1.24355
C  3.96944  0.62060  2.92701
C  3.52100  -1.78824  1.28057
H  5.41876  0.22680  0.17263
H  4.56573  1.76816  -0.05972
H  4.14834  0.36616  -1.06557
H  5.02424  0.35123  2.91575
H  3.43897  0.08102  3.70990
H  3.84369  1.68303  3.10664
H  4.53560  -1.94907  1.64380
H  3.42737  -2.21188  0.28458
H  2.80817  -2.26811  1.95052
C  -1.04429  0.78181  0.22280
Ge  -1.81886  0.24383  -1.45275
C  -0.94683  -1.22596  -2.43634
C  -1.70534  -2.34081  -2.80139
C  -1.15137  -3.38536  -3.53654
C  0.18714  -3.34014  -3.91081
C  0.95900  -2.23916  -3.55577
C  0.39057  -1.19003  -2.84195
C  -1.86196  1.81756  -2.62434
C  -2.65145  2.89796  -2.22149
C  -2.63463  4.09804  -2.92102
C  -1.82485  4.23555  -4.04395
C  -1.05557  3.16103  -4.47276
C  -1.07962  1.96075  -3.76916
C  -3.68397  -0.30334  -1.20331
C  -4.16655  -0.70807  0.03886
C  -5.48279  -1.13124  0.18839
C  -6.33573  -1.15505  -0.90755
C  -5.86889  -0.74894  -2.15384
C  -4.55397  -0.32600  -2.29527
H  -1.81263  1.03487  0.97553
H  -2.75057  -2.39485  -2.51099
H  -1.76628  -4.23236  -3.81838
H  0.62207  -4.15046  -4.48311
H  2.00148  -2.19053  -3.84754
H  1.01789  -0.34381  -2.57771
H  -3.28976  2.80459  -1.34564
H  -3.25124  4.92518  -2.58841
H  -1.80305  5.17211  -4.58789
H  -0.43662  3.25370  -5.35727
H  -0.47287  1.13254  -4.12327
H  -3.50802  -0.70468  0.90387
H  -5.84075  -1.43800  1.16416
H  -7.36152  -1.48264  -0.79108
H  -6.53055  -0.75895  -3.01162
H  -4.20445  -0.00247  -3.27240
C  3.39293  4.10987  1.02713
C  1.96172  4.63013  1.18393
C  1.69298  5.03999  2.63272
P  0.80306  3.32251  0.54554
C  -0.91177  3.96593  0.81361
C  -1.42049  3.73018  2.23718
C  -1.16376  5.39905  0.34884
C  0.97164  3.47532  -1.30878
C  1.44450  4.82058  -1.86229
C  1.84312  2.35176  -1.87438
H  4.11540  4.85290  1.37587
H  3.63363  3.87304  -0.01215
H  3.52401  3.20658  1.62414
H  1.84716  5.51348  0.55231
H  1.66428  4.17116  3.29408
H  0.75277  5.58210  2.73161
H  2.49126  5.70697  2.97107
H  -1.47690  3.29672  0.15884
H  -0.99852  4.44084  2.94881
H  -1.19119  2.72908  2.60613
H  -2.50734  3.85622  2.25692
H  -0.50485  6.11598  0.84751
H  -2.19334  5.68325  0.58850
H  -1.03960  5.50578  -0.72991
H  -0.05169  3.31372  -1.65732
H  2.49414  5.00755  -1.61657
H  0.85881  5.66226  -1.49597
H  1.36070  4.80648  -2.95390
H  2.89957  2.51845  -1.64411
H  1.74727  2.30675  -2.96526
H  1.56285  1.39078  -1.45097
F  0.08601  0.74509  6.87833
C  0.67623  1.55299  6.00270
F  0.09407  2.75141  6.05873
F  1.96170  1.68644  6.33645
S  0.53412  0.85218  4.31964
O  1.19247  -0.42989  4.38224
O  -0.87941  0.83174  4.02725
O  1.26369  1.84544  3.48293
C  0.79307  -3.02188  -0.23207
C  -0.22989  -2.76267  0.81094
N  -0.24785  -1.73876  1.62919
C  -1.33068  -1.91154  2.47085
C  -1.98785  -3.04825  2.13017
N  -1.29394  -3.57854  1.05679
C  -1.66084  -4.76298  0.32300
N  -0.97281  -5.95700  0.75297
N  -1.34242  -6.56990  1.90492
N  -0.56584  -7.56068  2.12226
C  0.35445  -7.62814  1.09342
C  1.40067  -8.52621  0.86663
C  2.15016  -8.34394  -0.27254
C  1.87104  -7.29968  -1.17773
C  0.84545  -6.40622  -0.96801
C  0.09511  -6.59386  0.19750
H  1.32576  -2.09682  -0.41275
H  0.34617  -3.33470  -1.17598
H  1.50563  -3.78630  0.08605
H  -1.54617  -1.19837  3.25333
H  -2.86392  -3.53190  2.53220
H  -1.44713  -4.61786  -0.73292
H  -2.72641  -4.92103  0.44662
H  1.60066  -9.32872  1.56497
H  2.97140  -9.01434  -0.49163
H  2.48495  -7.20082  -2.06472
H  0.63684  -5.60790  -1.67084

The calculation puts the energy above the lowest of the compared OMol25 structures with the same formula, charge and spin at 0.0 kJ/mol. As for the multiplicity: 5. The charge is 0. The value obtained for the orbital gap (spin up / spin down) is 0.238 / 0.278 hartree. The value obtained for the molar mass is 1151.75 g/mol. As for the expectation value of S²: 6.012.

Löwdin population analysis, charges in e, atoms 1 to 4: 0.840 -0.285 0.973 -0.278

[2]
# C43H57BCaN10S4

C43H57BCaN10S4 as an isolated structure at a distorted geometry (the ωB97M-V functional and the def2-TZVPD basis, the OMol25 dataset).

Geometry (Å):
Ca  0.45178  -1.74159  -1.42194
C  -3.77512  -3.69845  1.01609
C  -3.07280  -2.42127  1.34793
C  -3.04838  -1.93271  2.62494
C  -2.29864  -0.77580  2.90090
N  -1.69038  -0.13257  1.94441
N  -1.70678  -0.58342  0.68166
B  -0.79595  0.26656  -0.20689
N  -1.62266  1.33502  -0.94251
N  -1.97997  2.31803  -0.09658
C  -2.91174  3.16573  -0.41585
C  -3.57904  3.07451  -1.66055
C  -3.20330  2.11578  -2.55081
C  -3.83844  2.02390  -3.90746
C  -2.14929  1.23968  -2.18176
S  -1.64518  0.06279  -3.36364
C  -3.37976  4.14759  0.65274
C  -3.85711  5.46447  0.03068
C  -4.55939  3.46011  1.36353
C  -2.27231  4.44800  1.66942
N  0.42236  0.72384  0.42126
N  0.89590  1.95373  0.06908
C  1.91601  2.47174  0.72105
C  2.51667  1.81770  1.79519
C  2.16754  0.48993  2.04432
C  2.91084  -0.28613  3.09153
C  1.16859  -0.10790  1.28260
S  0.87451  -1.80885  1.32227
C  2.35860  3.85796  0.25435
C  2.58303  3.83547  -1.26184
C  1.24232  4.86079  0.56726
C  3.64912  4.30192  0.94258
C  -2.35200  -1.73229  0.33397
S  -2.26450  -2.34664  -1.25129
C  -2.09306  -0.20432  4.29845
C  -2.81836  -1.02837  5.36281
C  -0.58496  -0.20432  4.58791
C  -2.61798  1.23555  4.33515
H  -4.25891  -4.11499  1.89940
H  -4.51497  -3.53447  0.23224
H  -3.05664  -4.42209  0.62806
H  -3.57431  -2.46284  3.40631
H  -4.38002  3.75709  -1.90992
H  -4.80983  2.51618  -3.90372
H  -3.20200  2.52080  -4.64314
H  -3.95883  0.98935  -4.22183
H  -4.78343  5.34150  -0.53356
H  -4.05254  6.18614  0.82477
H  -3.09671  5.88303  -0.63189
H  -5.36750  3.24535  0.65962
H  -4.22827  2.52110  1.80726
H  -4.95306  4.10393  2.15258
H  -1.57592  5.18566  1.27046
H  -2.70957  4.85110  2.58444
H  -1.71155  3.54609  1.90653
H  3.27683  2.29453  2.39734
H  3.20060  0.37664  3.90910
H  2.30384  -1.10492  3.47142
H  3.82005  -0.71816  2.66522
H  1.66514  3.52876  -1.75477
H  2.86083  4.82947  -1.62070
H  3.37466  3.13051  -1.52695
H  0.32335  4.54129  0.07609
H  1.06127  4.91696  1.64302
H  1.51338  5.85680  0.20646
H  4.43057  3.54683  0.84384
H  4.00861  5.22502  0.48336
H  3.48877  4.49933  2.00444
H  -2.44609  -2.05447  5.39157
H  -2.64777  -0.58172  6.34315
H  -3.89609  -1.04619  5.18527
H  -0.18361  -1.21850  4.53282
H  -0.06081  0.40872  3.85371
H  -0.39442  0.19409  5.58741
H  -3.69603  1.25596  4.15687
H  -2.42400  1.68206  5.31298
H  -2.12399  1.83174  3.56921
N  3.63173  -5.12167  -1.06682
C  3.95909  -5.15447  0.30598
C  4.04431  -6.35618  0.99160
C  4.36327  -6.36478  2.34286
C  4.56243  -5.17402  3.02089
C  4.44781  -3.96773  2.34149
C  4.17864  -3.96187  0.98538
S  4.08493  -2.45361  0.06973
N  2.97150  -2.85989  -1.12478
C  2.90412  -4.05382  -1.57319
C  2.01055  -4.33821  -2.71491
C  2.30002  -5.34390  -3.63547
C  1.42072  -5.58011  -4.67574
C  0.27266  -4.80658  -4.77242
C  0.08069  -3.80427  -3.83809
N  0.92278  -3.56812  -2.83447
H  3.38325  -6.02040  -1.44497
H  3.87520  -7.28876  0.46398
H  4.43713  -7.30733  2.86889
H  4.80305  -5.17608  4.07522
H  4.57680  -3.02599  2.86010
H  3.22329  -5.90369  -3.56432
H  1.62898  -6.34697  -5.40970
H  -0.44479  -4.97126  -5.56311
H  -0.78140  -3.14736  -3.89013
C  2.26164  -0.25802  -3.46099
C  0.88907  0.19724  -3.95497
C  0.70148  -0.29778  -5.40013
C  0.85346  1.73190  -3.94301
N  -0.11335  -0.39942  -3.04140
H  3.05375  0.18625  -4.06328
H  2.35606  -1.34651  -3.52466
H  2.40890  0.05158  -2.41926
H  1.45684  0.13123  -6.06336
H  -0.28495  -0.00914  -5.76652
H  0.77587  -1.38771  -5.43490
H  1.69389  2.14557  -4.50503
H  0.90354  2.08401  -2.91233
H  -0.07419  2.09405  -4.38761

The calculation puts the energy above the lowest of the compared OMol25 structures with the same formula, charge and spin at 62.3 kJ/mol. As for the multiplicity: 1. The charge is 0. The value obtained for the orbital gap (spin up / spin down) is 0.154 / 0.159 hartree. The value obtained for the molar mass is 893.16 g/mol.

Löwdin population analysis, charges in e, atoms 1 to 4: 0.996 -0.083 -0.257 0.056